Entry 1:
118
Properties=species:S:1:pos:R:3:mulliken_charge:R:1 method="wB97M-V/def2-TZVPD" gap_ev=3.7 charge=-1 max_force_ev_per_a=7.776 lumo_energy_ev=-1.307
O 1.487 -5.658 -0.511 -0.65
S 2.534 -4.622 -0.983 1.12
O 3.869 -4.842 -0.173 -0.71
O 2.891 -4.952 -2.617 -0.73
C 2.028 -2.820 -0.656 -0.36
C 1.078 -2.745 0.687 -0.80
C -0.296 -1.814 0.461 0.56
F -0.746 -1.504 1.871 -0.33
F 0.232 -0.578 -0.232 -0.28
C -1.433 -2.612 -0.420 0.80
F -0.932 -2.640 -1.845 -0.30
F -1.417 -4.019 0.038 -0.30
C -2.906 -1.902 -0.476 0.47
F -2.687 -0.463 -0.059 -0.29
F -3.339 -1.776 -1.909 -0.25
C -4.026 -2.474 0.548 0.79
F -3.429 -2.909 1.867 -0.23
F -4.904 -1.299 0.917 -0.27
S -5.151 -3.819 -0.037 1.32
F -6.326 -3.290 1.140 -0.38
F -5.959 -2.858 -1.198 -0.25
F -4.049 -4.495 -1.148 -0.27
F -4.489 -4.854 1.207 -0.34
F -6.233 -5.093 -0.421 -0.31
H 1.589 -2.278 -1.597 0.34
H 3.054 -2.259 -0.413 0.10
H 0.852 -3.778 1.187 0.43
H 1.711 -2.130 1.492 0.20
O 4.251 1.499 0.620 -0.46
S 4.353 1.300 -0.811 1.02
O 4.258 -0.011 -1.412 -0.56
O 5.713 2.027 -1.348 -0.42
C 6.959 1.650 -0.775 -0.19
C 7.401 0.279 -1.255 -1.17
C 3.186 2.364 -1.618 -0.88
H 6.907 1.691 0.318 0.27
H 7.697 2.394 -1.092 0.28
H 6.720 -0.500 -0.905 0.33
H 8.401 0.041 -0.883 0.40
H 7.407 0.237 -2.349 0.28
H 3.270 3.369 -1.203 0.22
H 2.189 1.962 -1.432 0.35
H 3.390 2.364 -2.690 0.34
O 2.565 4.409 5.531 -0.61
S 3.884 4.931 5.239 1.17
O 4.081 6.249 4.681 -0.61
O 4.688 3.846 4.323 -0.23
C 4.111 3.435 3.090 -0.21
C 4.209 4.523 2.037 -0.71
C 4.885 4.793 6.696 -0.87
H 3.074 3.118 3.238 0.30
H 4.671 2.557 2.749 0.23
H 3.611 5.395 2.313 0.40
H 3.848 4.163 1.070 0.00
H 5.244 4.862 1.928 0.27
H 4.778 3.790 7.112 0.22
H 4.530 5.536 7.413 0.39
H 5.924 4.999 6.433 0.30
O 3.743 1.190 5.287 -0.48
S 3.288 0.598 6.528 1.06
O 4.105 0.592 7.719 -0.64
O 2.781 -0.925 6.230 -0.29
C 3.689 -1.840 5.629 -0.25
C 4.753 -2.296 6.610 -1.03
C 1.710 1.291 6.944 -0.92
H 4.138 -1.402 4.731 0.28
H 3.105 -2.709 5.307 0.28
H 5.397 -1.465 6.909 0.30
H 5.387 -3.068 6.166 0.39
H 4.293 -2.692 7.522 0.26
H 1.065 1.270 6.064 0.31
H 1.875 2.322 7.264 0.33
H 1.275 0.715 7.763 0.37
O -6.159 -4.883 -6.915 -0.63
S -6.836 -6.078 -6.457 1.22
O -8.276 -6.196 -6.466 -0.61
O -6.286 -6.456 -4.967 -0.29
C -6.394 -5.484 -3.935 -0.26
C -7.827 -5.331 -3.459 -0.82
C -6.162 -7.476 -7.315 -0.93
H -5.980 -4.526 -4.265 0.33
H -5.776 -5.832 -3.100 0.14
H -8.464 -4.927 -4.250 0.39
H -7.883 -4.653 -2.605 0.14
H -8.244 -6.302 -3.173 0.30
H -5.073 -7.425 -7.287 0.32
H -6.514 -7.432 -8.348 0.37
H -6.524 -8.391 -6.841 0.31
O 5.156 5.523 -0.678 -0.58
S 6.207 5.577 -1.672 1.24
O 7.606 5.509 -1.314 -0.66
O 5.970 6.887 -2.618 -0.30
C 5.899 8.167 -2.003 -0.29
C 7.264 8.643 -1.542 -0.99
C 5.891 4.341 -2.902 -0.49
H 5.182 8.157 -1.175 0.29
H 5.513 8.864 -2.755 0.28
H 7.656 8.005 -0.745 0.30
H 7.211 9.664 -1.157 0.39
H 7.983 8.608 -2.367 0.26
H 4.847 4.402 -3.213 0.31
H 6.093 3.367 -2.452 0.03
H 6.562 4.503 -3.748 0.43
O -11.069 -0.959 -0.266 -0.65
S -9.909 -0.393 -0.923 1.18
O -9.539 0.995 -0.766 -0.61
O -9.986 -0.739 -2.517 -0.20
C -11.134 -0.327 -3.249 -0.38
C -11.136 1.172 -3.488 -1.00
C -8.494 -1.389 -0.537 -1.01
H -12.049 -0.649 -2.741 0.33
H -11.102 -0.843 -4.214 0.26
H -11.229 1.721 -2.548 0.31
H -11.971 1.462 -4.129 0.38
H -10.198 1.488 -3.956 0.26
H -8.743 -2.440 -0.687 0.32
H -8.238 -1.208 0.509 0.44
H -7.663 -1.088 -1.178 0.30



Entry 2:
78
Properties=species:S:1:pos:R:3:mulliken_charge:R:1 method="wB97M-V/def2-TZVPD" gap_ev=6.0 charge=+1 max_force_ev_per_a=0.384 lumo_energy_ev=-4.507
Ta -1.068 -0.384 -0.031 0.49
Cl -3.044 5.043 -0.959 -0.15
C -2.346 3.527 -1.391 0.34
C -0.960 3.404 -1.441 -0.74
C -0.395 2.185 -1.742 -0.37
C -1.199 1.063 -2.031 -0.38
C -0.612 -0.284 -2.166 -0.53
C -2.598 1.228 -1.992 0.35
C -3.168 2.454 -1.688 -0.97
H -0.339 4.265 -1.230 0.50
H 0.683 2.082 -1.774 0.44
H 0.448 -0.280 -2.412 0.54
H -1.172 -0.979 -2.787 0.39
H -3.232 0.388 -2.249 0.46
H -4.242 2.576 -1.671 0.51
N -3.675 7.660 5.439 -0.47
C -3.392 6.754 4.794 -0.25
C -3.037 5.617 3.983 0.72
C -1.702 5.394 3.656 -0.98
C -1.363 4.305 2.877 0.00
C -2.359 3.435 2.428 0.58
C -3.695 3.660 2.765 -0.11
C -4.034 4.752 3.539 -0.92
C -1.997 2.302 1.636 -0.25
C -1.653 1.311 1.018 -0.68
H -0.939 6.069 4.016 0.49
H -0.328 4.115 2.626 0.59
H -4.460 2.979 2.416 0.62
H -5.065 4.940 3.805 0.50
C -0.183 -4.664 -2.733 -1.75
C -1.359 -3.816 -2.343 0.30
C -2.442 -3.656 -3.198 -0.61
C -3.562 -2.885 -2.863 0.37
C -4.727 -2.787 -3.806 -1.77
C -3.574 -2.226 -1.644 0.20
C -2.495 -2.373 -0.771 -1.13
C -1.407 -3.174 -1.106 0.18
N -2.440 -1.633 0.463 1.05
C -3.338 -1.978 1.609 2.00
C -3.561 -3.487 1.631 -1.93
C -2.628 -1.540 2.880 -1.65
C -4.660 -1.227 1.455 -1.65
H -0.498 -5.688 -2.936 0.40
H 0.568 -4.690 -1.946 0.39
H 0.286 -4.282 -3.640 0.37
H -2.425 -4.154 -4.161 0.49
H -4.400 -2.822 -4.844 0.44
H -5.289 -1.867 -3.651 0.38
H -5.411 -3.623 -3.649 0.35
H -4.403 -1.583 -1.375 0.38
H -0.611 -3.313 -0.380 0.52
H -2.613 -4.026 1.635 0.36
H -4.151 -3.824 0.778 0.39
H -4.101 -3.750 2.541 0.48
H -1.657 -2.026 2.981 0.30
H -3.235 -1.805 3.746 0.58
H -2.470 -0.464 2.890 0.17
H -5.279 -1.659 0.669 0.39
H -4.476 -0.174 1.231 0.22
H -5.223 -1.285 2.387 0.48
S 2.275 2.961 4.845 -0.23
C 1.705 1.740 3.926 0.16
S 2.459 1.191 2.447 -0.10
C 1.172 0.062 2.219 0.18
N 0.291 0.041 3.153 -0.36
N 0.601 0.955 4.116 0.48
C -0.283 1.053 5.242 -0.26
C -1.636 1.256 5.019 1.03
C -2.496 1.342 6.102 -1.40
C -1.998 1.231 7.394 -0.52
C -0.642 1.028 7.600 -0.67
C 0.227 0.935 6.524 -0.18
S 1.110 -0.967 0.775 -0.47
H -2.001 1.346 4.005 0.14
H -3.553 1.505 5.937 0.44
H -2.667 1.305 8.240 0.43
H -0.254 0.941 8.606 0.40
H 1.286 0.783 6.676 0.51



Entry 3:
22
Properties=species:S:1:pos:R:3:mulliken_charge:R:1 method="wB97M-V/def2-TZVPD" gap_ev=8.9 max_force_ev_per_a=3.666 lumo_energy_ev=0.049
C 3.514 -0.441 0.516 -0.32
C 2.461 -0.641 1.371 -0.41
C 3.410 0.363 -0.568 -0.43
C 1.193 -0.407 1.014 -0.55
C 2.159 0.873 -0.813 -0.19
C 0.997 0.487 -0.050 0.51
C -0.355 0.921 -0.373 -0.51
C -1.212 -0.074 -0.671 -0.28
C -2.667 0.066 -0.966 -0.87
C -3.644 -0.529 0.295 0.19
F -3.314 -1.817 0.586 -0.21
Cl -3.467 0.468 1.733 -0.12
I -5.735 -0.414 -0.209 0.08
H 4.488 -0.892 0.862 0.27
H 2.604 -1.140 2.351 0.31
H 4.281 0.574 -1.240 0.33
H 0.423 -0.577 1.747 0.33
H 1.996 1.605 -1.641 0.31
H -0.607 1.931 -0.281 0.41
H -0.684 -1.023 -0.810 0.39
H -2.910 1.170 -0.959 0.37
H -2.931 -0.502 -1.891 0.39



Entry 4:
52
Properties=species:S:1:pos:R:3:mulliken_charge:R:1 method="wB97M-V/def2-TZVPD" gap_ev="7.1 / 6.3" max_force_ev_per_a=2.224 lumo_energy_ev="-0.076 / -1.865" spin_multiplicity=6
Ir -0.691 -0.754 -1.183 1.23
O -2.776 0.324 1.509 -0.60
C -1.681 -0.064 1.901 -0.26
N -0.914 -1.014 1.206 -0.25
C -0.343 -2.115 1.716 0.48
C -0.716 -2.607 3.009 -0.41
C -0.138 -3.748 3.451 -0.68
C 0.760 -4.494 2.622 -0.60
C 1.106 -4.039 1.363 -0.74
C 0.525 -2.846 0.864 0.44
N 0.757 -2.404 -0.434 -0.07
C 1.660 -2.937 -1.277 0.28
O 2.410 -3.909 -1.148 -0.76
C 1.828 -2.053 -2.483 0.64
C 2.761 -2.566 -3.421 -0.75
C 2.999 -1.844 -4.574 -0.62
C 2.297 -0.686 -4.754 -0.68
C 1.335 -0.279 -3.830 0.57
N 1.128 -0.924 -2.663 -0.03
C -0.980 0.720 2.976 0.89
C -1.397 2.052 3.226 -0.46
C -0.709 2.826 4.153 -0.51
C 0.375 2.240 4.811 -0.43
C 0.732 0.938 4.524 -0.26
N 0.044 0.174 3.667 -0.22
H -1.507 -2.079 3.495 0.53
H -0.427 -4.199 4.429 0.31
H 1.134 -5.464 2.960 0.39
H 1.814 -4.566 0.729 0.51
H 3.133 -3.541 -3.175 0.48
H 3.720 -2.223 -5.260 0.47
H 2.450 -0.063 -5.649 0.38
H -0.300 0.923 -3.419 -0.06
H -2.217 2.525 2.626 0.40
H -1.010 3.820 4.335 0.49
H 0.808 2.823 5.638 0.33
H 1.619 0.418 5.059 0.30
O 0.200 1.292 -0.921 -0.79
N -0.708 2.244 -0.913 0.63
C -0.376 3.403 -0.375 -0.25
C -1.282 4.461 -0.324 -0.74
C -2.488 4.323 -0.973 -0.36
C -2.774 3.111 -1.546 -0.78
C -1.919 2.007 -1.489 0.63
S -2.289 0.435 -2.194 -0.49
H 0.650 3.503 0.019 0.40
H -0.927 5.308 0.248 0.44
H -3.228 5.063 -1.011 0.47
H -3.736 2.924 -2.024 0.37
O -1.129 1.882 -5.709 -0.49
S -0.052 0.886 -5.686 0.37
N 0.471 0.789 -4.099 -0.13